{"formula": "C37H108N18O13", "method": "ωB97M-V/def2-TZVPD", "symbols": ["C", "C", "C", "O", "C", "N", "H", "H", "H", "H", "H", "H", "H", "H", "H", "H", "H", "C", "C", "C", "O", "C", "N", "H", "H", "H", "H", "H", "H", "H", "H", "H", "H", "H", "C", "C", "C", "O", "C", "N", "H", "H", "H", "H", "H", "H", "H", "H", "H", "H", "H", "C", "C", "C", "O", "C", "N", "H", "H", "H", "H", "H", "H", "H", "H", "H", "H", "H", "C", "C", "C", "O", "C", "N", "H", "H", "H", "H", "H", "H", "H", "H", "H", "H", "H", "C", "C", "C", "O", "C", "N", "H", "H", "H", "H", "H", "H", "H", "H", "H", "H", "H", "C", "C", "C", "O", "C", "N", "H", "H", "H", "H", "H", "H", "H", "H", "H", "H", "H", "C", "C", "C", "O", "C", "N", "H", "H", "H", "H", "H", "H", "H", "H", "H", "H", "H", "C", "O", "N", "N", "H", "H", "H", "H", "C", "O", "N", "N", "H", "H", "H", "H", "C", "O", "N", "N", "H", "H", "H", "H", "C", "O", "N", "N", "H", "H", "H", "H", "C", "O", "N", "N", "H", "H", "H", "H"], "xyz": [[-2.697979, -1.397224, 3.240840], [-2.437899, -2.435664, 2.123350], [-0.992069, -3.059554, 2.169010], [-0.846399, -4.036354, 1.135280], [0.403051, -4.644084, 1.033190], [-3.466779, -3.465104, 2.213680], [-2.069229, -0.507164, 3.217070], [-2.441329, -1.838954, 4.203710], [-3.720469, -1.031134, 3.333450], [-2.636039, -1.940314, 1.172840], [-0.707749, -3.518354, 3.115990], [-0.318829, -2.218714, 2.002210], [1.189381, -3.918034, 0.826670], [0.319161, -5.446624, 0.300390], [0.755851, -5.134044, 1.940700], [-3.142959, -3.919414, 3.055620], [-3.204939, -4.123054, 1.493510], [4.593631, -2.117784, -3.105360], [4.022791, -3.382604, -2.507500], [5.240541, -4.451344, -2.480340], [6.285311, -4.074564, -1.529950], [7.256811, -5.101984, -1.274980], [3.427151, -3.224584, -1.200750], [3.728511, -1.494574, -3.331790], [5.070011, -2.182864, -4.083580], [5.302211, -1.735084, -2.370820], [3.263801, -3.780434, -3.181130], [5.749381, -4.683424, -3.415930], [4.892591, -5.433104, -2.159120], [8.064071, -4.865254, -0.581880], [7.605131, -5.497514, -2.229090], [6.865601, -6.026574, -0.850500], [2.441511, -3.444954, -1.193320], [3.716131, -4.024004, -0.655300], [5.024071, 2.845256, 0.807090], [3.770301, 3.632296, 1.397670], [3.991081, 5.073466, 1.698000], [5.126761, 5.414686, 2.487170], [5.299441, 6.827056, 2.710880], [2.651561, 3.360656, 0.499260], [4.770961, 1.794056, 0.669150], [5.919871, 2.925256, 1.422910], [5.272881, 3.301106, -0.151240], [3.440721, 3.107096, 2.294130], [3.119691, 5.365936, 2.283870], [4.033021, 5.687926, 0.798670], [5.131641, 7.429586, 1.818180], [6.285351, 7.120856, 3.071110], [4.625391, 7.199616, 3.482220], [1.772961, 3.828136, 0.671400], [2.315471, 2.424296, 0.673570], [0.608101, -1.048584, -0.920190], [0.540061, 0.398306, -0.524940], [-0.630859, 0.794196, 0.468460], [-1.892769, 0.353746, -0.069470], [-3.072829, 0.640086, 0.520290], [1.838531, 0.772556, 0.101650], [-0.053649, -1.112514, -1.783960], [0.302011, -1.732134, -0.128250], [1.586311, -1.427744, -1.215920], [0.303571, 1.026786, -1.383530], [-0.811739, 1.863086, 0.581820], [-0.409509, 0.445396, 1.477140], [-2.975499, 0.494686, 1.596160], [-3.778229, -0.093184, 0.129380], [-3.550929, 1.606886, 0.362730], [2.196431, 0.196576, 0.850150], [2.575381, 0.839136, -0.585890], [-0.149239, 2.526666, 3.379430], [-0.322449, 4.054556, 3.436220], [-0.753609, 4.818916, 2.144790], [0.365821, 4.954716, 1.194930], [0.305781, 6.094826, 0.463100], [-1.192249, 4.483526, 4.524430], [0.688431, 2.226116, 2.750090], [-1.166689, 2.264636, 3.089190], [0.108231, 1.932986, 4.256560], [0.674201, 4.451326, 3.629550], [-1.109979, 5.836276, 2.306270], [-1.544999, 4.347516, 1.562060], [0.126961, 7.008956, 1.029210], [-0.373179, 6.090866, -0.389610], [1.325611, 6.238976, 0.106370], [-1.908239, 3.779216, 4.631200], [-1.704059, 5.281326, 4.175620], [-2.531889, -2.686034, -1.756720], [-3.449609, -3.372714, -2.769570], [-4.601559, -2.392564, -3.108840], [-5.771799, -2.850134, -2.398690], [-6.880629, -2.034154, -2.576840], [-2.674629, -3.639094, -3.977410], [-1.600589, -3.234184, -1.614160], [-2.980149, -2.366964, -0.815780], [-2.178719, -1.720624, -2.119140], [-3.836619, -4.316164, -2.384580], [-4.602209, -2.233604, -4.187180], [-4.379999, -1.392804, -2.735340], [-6.981899, -1.890244, -3.652540], [-6.857599, -1.034944, -2.141930], [-7.810619, -2.562844, -2.367820], [-2.268329, -2.849704, -4.458960], [-3.356899, -3.817054, -4.700560], [2.153981, -2.259974, 3.398520], [1.757461, -0.772654, 3.666080], [1.329411, -0.717534, 5.166060], [0.236101, -1.567024, 5.508640], [-0.494329, -1.043604, 6.601340], [2.981461, 0.009006, 3.352200], [2.277321, -2.565334, 2.359460], [1.494561, -3.003594, 3.846070], [3.131451, -2.522024, 3.803460], [0.982861, -0.438984, 2.975610], [1.040671, 0.262456, 5.545990], [2.202491, -1.097824, 5.696350], [-1.218579, -1.747284, 7.011710], [-0.924479, -0.050314, 6.473140], [0.258891, -0.891424, 7.374390], [3.707481, -0.258444, 4.001410], [2.784651, 0.930796, 3.715080], [0.839591, -2.276774, -4.562150], [0.623211, -1.089864, -5.472670], [-0.094379, 0.068006, -4.775410], [-1.287759, -0.210174, -4.080230], [-1.950299, 0.899896, -3.436750], [1.909441, -0.619224, -5.932280], [1.361931, -1.845404, -3.708230], [1.617901, -2.967674, -4.886170], [-0.030659, -2.889504, -4.326970], [0.077641, -1.517454, -6.313870], [-0.407479, 0.825036, -5.494430], [0.487171, 0.438626, -3.931300], [-2.981999, 0.713476, -3.138520], [-2.076559, 1.640586, -4.226400], [-1.521519, 1.403076, -2.570120], [1.680911, 0.187776, -6.494970], [2.470061, -0.301534, -5.154540], [5.453371, -1.072834, 1.145930], [6.077931, -0.481014, 2.021030], [4.146311, -1.139114, 1.129560], [6.061841, -1.767064, 0.273630], [3.729681, -1.694644, 0.396140], [3.552671, -0.689724, 1.812000], [7.068761, -1.835254, 0.312980], [5.666981, -2.273354, -0.506020], [-4.205719, 3.565966, -2.634700], [-3.342239, 4.128286, -3.301750], [-5.112629, 2.741456, -3.035930], [-4.285039, 3.767386, -1.379010], [-5.023879, 2.358576, -3.966320], [-5.809899, 2.355296, -2.415620], [-5.037789, 3.378736, -0.829080], [-3.707849, 4.517436, -1.026340], [2.912821, 2.406826, -3.202770], [1.807721, 2.768636, -3.396670], [3.684661, 2.051176, -4.142230], [3.434611, 2.170136, -2.059890], [4.586631, 1.753426, -3.798870], [3.354031, 1.938466, -5.089900], [4.418451, 1.942596, -2.039860], [2.967501, 2.463396, -1.213770], [-6.956629, 2.224166, 0.364010], [-6.700959, 3.426226, 0.371050], [-6.131959, 1.419756, 0.947990], [-7.962349, 1.660256, -0.211900], [-5.530179, 1.798626, 1.665220], [-6.335639, 0.445556, 0.776130], [-7.907909, 0.656186, -0.306670], [-8.742979, 2.262686, -0.430520], [-6.367659, -1.796174, 1.165610], [-7.299449, -1.209274, 0.662810], [-6.055139, -1.920274, 2.393270], [-5.570059, -2.452554, 0.417140], [-5.181999, -2.402304, 2.552530], [-6.675709, -1.612694, 3.128380], [-4.976859, -3.094104, 0.923730], [-5.864289, -2.683644, -0.521010]], "atomic_forces_ev_per_a": [[0.859, -0.385, 0.597], [0.263, 0.809, -0.017], [-0.487, 0.540, -0.926], [-1.370, 0.814, 0.407], [0.462, -0.390, 0.360], [0.606, -0.230, 0.600], [0.232, -0.064, -0.410], [-0.068, -0.246, 0.200], [-0.074, -0.253, -0.440], [0.663, 0.074, -0.174], [-0.382, 0.062, 0.406], [0.401, 0.096, -0.053], [0.139, 0.091, -0.569], [0.172, 0.348, -0.303], [-0.284, -0.075, 0.547], [-0.695, -0.796, 0.527], [-0.089, -0.520, -0.359], [-0.734, 0.500, 0.152], [2.255, -2.101, -1.516], [-0.153, -0.323, 1.312], [-0.048, 0.068, 0.270], [-0.974, -0.859, -0.838], [0.271, -0.089, 0.861], [0.157, 0.789, 0.578], [0.255, -0.725, 0.115], [-0.183, 0.698, -0.308], [0.193, -0.303, -0.291], [-0.294, 0.686, -0.602], [-0.537, -0.085, 0.236], [-0.141, 0.954, -0.386], [0.704, 0.425, -0.274], [-0.933, 0.098, 0.411], [-0.558, 0.392, -0.608], [0.665, -0.167, 0.634], [-0.821, 1.222, 0.506], [1.045, -2.566, -0.152], [-0.425, 1.592, 0.490], [1.090, 0.274, 0.198], [-0.619, -0.423, -0.070], [-0.092, 0.852, -0.838], [0.025, 0.001, 0.067], [-0.207, -0.088, 0.226], [-0.074, -0.030, -0.198], [0.821, 0.197, 0.865], [-0.466, 0.405, -0.136], [-0.177, -0.089, -0.439], [-0.169, -0.175, -0.344], [0.289, -0.870, -0.111], [-0.437, -0.127, 0.058], [0.292, 1.017, 0.315], [0.365, -0.657, -0.104], [-1.164, -0.481, -0.674], [0.370, 0.606, 1.898], [-0.654, 0.090, -0.812], [2.769, -1.127, -1.673], [-1.238, -0.235, 1.392], [-0.950, 0.766, -0.087], [-0.173, -0.821, 0.051], [-0.393, -0.001, 0.083], [0.180, 0.677, -0.094], [0.799, 0.085, -0.197], [1.016, 0.477, -0.179], [-0.285, -0.643, 0.204], [-0.388, 0.037, 0.309], [-0.264, -0.113, 0.132], [0.571, 0.540, -0.413], [-0.584, -0.431, -0.115], [-0.158, -0.384, -0.132], [-0.708, 0.619, -0.417], [1.629, 1.031, 0.074], [1.159, -0.984, -1.616], [-1.420, -1.445, 2.519], [1.156, 1.695, -1.272], [-0.415, -0.386, -0.137], [-0.573, 0.167, -0.982], [0.244, -1.196, -0.630], [-0.367, 0.918, 0.859], [0.178, 0.313, 0.124], [0.134, 0.067, 0.777], [-0.356, -0.485, 0.255], [-0.385, 0.035, 0.512], [-0.216, -0.279, -0.091], [-0.003, 0.030, -0.542], [-0.233, -0.252, 0.310], [-0.109, 0.370, 0.368], [0.653, 0.341, -0.052], [0.607, 2.066, -0.062], [0.323, -0.240, 1.756], [0.600, -0.256, -0.587], [-1.001, 0.150, -2.018], [-0.264, -0.855, -1.015], [-0.235, -0.334, 0.407], [-0.288, -0.708, 0.125], [-0.138, 0.068, -0.641], [-0.122, 0.046, -0.108], [-1.234, -0.577, -0.329], [0.216, 0.207, 0.280], [-0.046, 0.420, -0.399], [0.266, -0.110, 0.556], [0.217, -0.046, 0.827], [0.602, 0.962, 1.076], [-0.359, -1.057, -0.184], [-0.205, -0.433, -0.076], [0.724, -1.935, 0.351], [-0.110, -0.202, -0.305], [-0.852, -0.005, -1.014], [1.323, -0.091, 0.879], [-1.516, 0.651, 1.452], [-0.310, 0.464, -0.216], [-0.362, 0.316, 0.055], [0.196, 0.517, 0.350], [-0.236, -0.025, 0.170], [0.522, 0.489, -0.356], [0.271, 0.262, 0.384], [-0.024, -0.099, -0.556], [-0.342, 0.012, -0.652], [-0.085, 0.035, 0.657], [0.583, -0.639, -0.130], [-0.010, 0.849, -0.464], [1.028, -0.001, 0.757], [-0.685, -1.310, 0.574], [-0.928, 0.640, 1.032], [-2.033, -1.673, 1.267], [-0.048, 0.638, -1.712], [-0.135, 0.145, -0.809], [-0.568, -0.203, 0.894], [-0.134, -0.006, -0.888], [-0.047, 0.461, 0.353], [-0.247, 0.647, -0.409], [0.834, 0.517, -0.281], [1.259, 0.580, -0.738], [0.104, -1.064, -0.059], [0.147, 0.571, 0.089], [0.850, -0.464, -0.076], [0.541, 0.381, -0.241], [0.049, 0.112, 0.265], [-0.217, 1.809, 3.793], [0.560, 1.041, 0.987], [-2.919, -0.354, -1.293], [3.448, -3.043, -4.652], [-0.176, -0.095, -0.039], [0.664, 0.204, 0.235], [-0.304, 0.250, 0.224], [-0.297, -0.031, 0.527], [2.780, 1.936, -1.641], [0.142, -0.228, -1.220], [-3.026, -3.384, -3.118], [0.268, 1.356, 5.473], [-0.214, 0.115, 0.223], [0.237, 0.079, -0.235], [0.055, 0.538, 0.413], [-0.307, -0.265, 0.194], [-2.052, 0.008, 0.430], [-4.813, 1.867, -0.480], [4.590, -1.595, -5.092], [2.178, -0.782, 4.750], [0.033, -0.300, -1.423], [0.363, 0.167, 0.334], [-0.325, 0.109, 0.731], [0.269, 0.865, 0.298], [1.717, 3.426, 0.743], [-0.768, 1.585, -0.167], [2.247, -2.673, 1.349], [-2.929, -1.011, -2.088], [0.037, -0.396, -0.438], [0.432, -0.349, 1.019], [-0.989, -0.073, 0.131], [0.142, -0.582, -0.406], [-1.802, 0.111, -1.785], [-2.881, 2.328, -0.416], [0.136, 0.689, 5.393], [3.383, -2.822, -3.173], [-0.013, -0.237, 0.819], [0.387, 0.029, -0.168], [0.296, -0.204, -0.654], [0.415, 0.073, -0.037]], "lumo_ev": [1.927, 1.879], "charge": -1, "multiplicity": 2, "de_lowest_kcal_mol": 0.0}